Entry 1:
Below is C11H37AgN12O9 as an isolated structure in a non-equilibrium geometry, with properties calculated with ωB97M-V/def2-TZVPD.

Properties
Orbital gap (alpha / beta) ... 8.382 / 5.569 eV
Total charge ... +1
Highest occupied orbital energy (alpha / beta) ... -11.8097 / -11.8097 eV
Spin multiplicity ... 2

Atoms and positions in Å:
Ag -19.34162 -15.39006 7.67518
C -20.17190 -19.07151 6.18347
C -18.83682 -18.38809 6.33943
C -17.89270 -19.15056 5.44888
O -18.95535 -16.98418 6.11798
H -20.90919 -18.66434 6.87537
H -20.30415 -20.14616 6.30887
H -20.53335 -18.92805 5.16520
H -18.49331 -18.43721 7.37272
H -16.90379 -18.72396 5.61674
H -18.01732 -19.26058 4.37163
H -17.83258 -20.10257 5.97629
C -19.28456 -15.47007 2.68641
C -17.84820 -16.04890 2.67642
O -17.31129 -15.79144 3.96531
O -20.12999 -16.01111 3.68243
H -19.73426 -15.47676 1.69352
H -19.45056 -14.39400 2.63541
H -17.18641 -15.47321 2.02933
H -17.95908 -17.08633 2.36090
H -17.84473 -16.16942 4.66829
H -19.57603 -16.46853 4.31921
C -22.51948 -15.59240 6.56328
O -21.45718 -15.06646 6.89931
N -23.73303 -15.25470 6.92052
N -22.50027 -16.59008 5.72488
H -23.98644 -14.50341 7.54619
H -24.48254 -15.67191 6.38735
H -21.60662 -16.87018 5.34669
H -23.35470 -17.12863 5.72911
C -21.48655 -21.63371 3.29226
O -22.26864 -20.66923 3.20930
N -20.90568 -22.23675 2.31372
N -21.19687 -22.24777 4.36200
H -20.04962 -22.66123 2.64094
H -21.07957 -21.88951 1.38137
H -21.57374 -21.82974 5.20065
H -20.43800 -22.91240 4.41177
C -24.07014 -19.81660 6.67278
O -25.01847 -20.58658 6.64328
N -23.66096 -19.13499 7.71897
N -23.29662 -19.47669 5.66774
H -24.06547 -19.42708 8.59712
H -23.04070 -18.35071 7.57654
H -22.72362 -18.65179 5.77407
H -23.35144 -20.05436 4.84106
C -13.99045 -21.67252 4.31538
O -14.49746 -22.58489 4.86365
N -13.38358 -21.73229 3.21795
N -13.91084 -20.41361 4.73009
H -13.25664 -22.66442 2.85037
H -13.08007 -20.83119 2.87736
H -14.47221 -20.19805 5.54156
H -13.54751 -19.78772 4.02555
C -21.49436 -17.43649 9.77138
O -20.56731 -17.10455 8.99008
N -22.68459 -16.98885 9.82517
N -21.30727 -18.33691 10.75099
H -23.24285 -17.02827 10.66594
H -23.00727 -16.76650 8.89429
H -22.09835 -18.71128 11.25511
H -20.37236 -18.70733 10.84498
C -14.21087 -15.65657 6.00152
O -14.81227 -16.05589 7.00480
N -13.34204 -14.68839 6.05347
N -14.35882 -16.17484 4.76002
H -13.06884 -14.23159 5.19510
H -13.12576 -14.28141 6.95218
H -13.58877 -16.11432 4.10928
H -15.05187 -16.89728 4.62636


Entry 2:
Below is C11H39B5Br9O4S2V as an isolated structure in a non-equilibrium geometry, with properties calculated with ωB97M-V/def2-TZVPD.

Properties
Orbital gap (alpha / beta) ... 3.065 / 6.930 eV
Total charge ... -3
Highest occupied orbital energy (alpha / beta) ... 2.2633 / -1.6109 eV
Spin multiplicity ... 4

Atoms and positions in Å:
V 1.02002 -1.46570 -1.81124
B 0.70508 -3.29865 -0.57128
H 0.71720 -3.51583 0.48557
H 1.72222 -3.01951 -0.79879
H 0.47121 -4.22347 -1.07551
H -0.01825 -2.50654 -0.68786
B 2.08750 -0.46518 -0.13958
H 2.27861 0.24508 0.64988
H 1.17407 -0.99980 0.07033
H 1.88976 0.15000 -1.00369
H 2.91872 -1.13710 -0.28737
B 2.85848 -1.05588 -3.10875
H 2.42034 -1.70213 -3.85350
H 3.75576 -0.60454 -3.50298
H 2.15568 -0.27184 -2.87296
H 3.03383 -1.70792 -2.26711
B -0.03644 -2.32281 -3.53171
H -0.44855 -2.82941 -4.39064
H 0.37283 -1.34508 -3.73367
H -0.79382 -2.26926 -2.76508
H 0.76907 -2.90702 -3.11445
B -0.70278 0.17006 -1.55769
H 0.07505 0.12934 -2.30439
H -0.52318 0.90943 -0.79263
H -1.63726 0.34985 -2.06627
H -0.75716 -0.82096 -1.13439
C -3.55316 -1.02868 -4.34739
Br -4.31252 0.04804 -5.74051
Br -3.73266 -2.84009 -4.91589
Br -4.54145 -0.67231 -2.66866
H -2.53108 -0.71890 -4.12944
C -3.12035 2.81778 -0.00905
Br -2.99144 2.99175 1.98233
Br -2.18020 4.33228 -0.90254
Br -5.01543 2.52752 -0.65041
H -2.58889 1.91391 -0.30684
C 0.58818 2.35521 -4.51701
Br 2.34769 1.79274 -5.15558
Br -0.55273 3.11723 -5.93721
Br 0.80335 3.55911 -2.90589
H 0.11554 1.45459 -4.12510
C 0.84333 2.46388 3.21923
C 0.82856 2.86103 1.73376
C 2.29467 3.18998 1.28148
S 3.44238 2.65242 2.59150
O 4.49793 3.65693 2.70539
O 3.84117 1.26076 2.28488
C 2.16364 2.81398 3.85323
H 0.66207 1.39153 3.29201
H 0.11700 3.02380 3.80834
H 0.18969 3.73781 1.62793
H 0.46254 2.06455 1.08589
H 2.43397 4.26852 1.20766
H 2.52673 2.66724 0.35359
H 2.11860 3.89764 3.96165
H 2.28140 2.35100 4.83297
C -1.43045 -0.94544 4.46556
C -2.20383 -0.78168 3.13365
C -1.40657 -1.67809 2.12130
S -1.43389 -3.27835 3.10027
O -0.29826 -4.17159 2.75455
O -2.78729 -3.71729 2.99562
C -1.20597 -2.44660 4.76531
H -2.07783 -0.39839 5.15094
H -0.54684 -0.30736 4.45219
H -2.23589 0.25843 2.80924
H -3.23092 -1.13999 3.20289
H -0.35242 -1.40855 2.05627
H -1.82299 -1.89623 1.13789
H -0.16269 -2.40907 5.07877
H -1.75066 -3.11616 5.43098


Entry 3:
Below is C11H40Ba2O11 as an isolated structure in a non-equilibrium geometry, with properties calculated with ωB97M-V/def2-TZVPD.

Properties
Orbital gap ... 4.944 eV
Total charge ... +2
Highest occupied orbital energy ... -13.3755 eV
Spin multiplicity ... 1

Atoms and positions in Å:
Ba -0.85092 -3.83832 1.09565
Ba -4.51044 -2.20786 -0.73164
O 0.11708 -1.30007 1.54028
C -0.05706 -0.60643 0.29601
C -1.24300 -0.74456 -0.66621
O -1.66393 -2.06456 -1.00863
H 0.86154 -0.69549 -0.30188
H 0.01622 0.45197 0.59411
H -0.96634 -0.24437 -1.60386
H -2.09143 -0.12562 -0.30216
C -4.15980 1.35674 -1.79315
O -5.24654 0.39881 -1.76797
H -3.28682 0.92629 -2.28188
H -4.48240 2.22370 -2.36983
H -3.89715 1.70966 -0.79413
H -6.03888 0.85668 -2.06567
C 2.47204 -3.93299 3.67343
O 1.54113 -3.62572 2.61718
H 2.86478 -4.92961 3.48605
H 3.27767 -3.20295 3.66871
H 1.96383 -3.95647 4.63828
H 1.39264 -2.66469 2.62129
C 0.07586 -2.58857 -4.58278
O 0.04572 -3.04009 -3.23519
H 1.02628 -2.87143 -5.01908
H -0.75132 -3.00382 -5.16937
H -0.07530 -1.50400 -4.61562
H -0.71903 -2.71131 -2.75314
C 2.42660 -0.56539 -2.69147
O 3.78304 -0.34975 -3.06968
H 2.32882 -1.47510 -2.10178
H 1.99551 0.26426 -2.12115
H 1.90684 -0.71890 -3.64174
H 3.86194 0.53504 -3.43545
C 3.59605 0.16686 1.24895
O 2.95248 -0.94406 1.86305
H 4.52676 0.39232 1.76762
H 3.89233 -0.09942 0.22776
H 2.97881 1.06812 1.26819
H 2.05293 -0.99339 1.50840
C 0.96340 3.41526 0.23376
O 0.43029 4.68646 -0.08998
H 1.54585 2.97303 -0.58425
H 1.65908 3.55227 1.06098
H 0.15003 2.73316 0.51618
H 0.07343 4.65616 -0.99992
C -2.38483 1.56763 2.33995
O -2.48051 0.18437 2.68895
H -2.32167 1.72671 1.25243
H -3.27523 2.08573 2.68739
H -1.47433 1.97698 2.78349
H -1.65947 -0.21566 2.36480
C 0.74051 -0.77300 4.84356
O 0.45815 0.26700 3.91232
H 0.87195 -0.28646 5.80672
H -0.07458 -1.49598 4.97773
H 1.64966 -1.27769 4.50857
H 0.31193 -0.18252 3.06180
C -1.05559 2.83035 -2.59214
O -0.97768 4.24338 -2.49018
H -0.04569 2.42751 -2.64271
H -1.48110 2.37388 -1.68417
H -1.67122 2.58052 -3.46147
H -1.86889 4.60547 -2.48536


Entry 4:
Below is C11H42CdF6N2O17S2 as an isolated structure in a non-equilibrium geometry, with properties calculated with ωB97M-V/def2-TZVPD.

Properties
Energy relative to the best compared isomer or geometry (same formula, charge and spin) ... 167.12 kcal/mol
Orbital gap ... 2.285 eV
Highest occupied orbital energy ... -7.7843 eV
Spin multiplicity ... 1

Atoms and positions in Å:
Cd 0.68461 -3.18905 -0.93025
C -4.08416 0.72232 -2.40484
F -5.15146 1.45534 -2.04185
F -4.28895 -0.62395 -2.20077
F -3.79372 0.85577 -3.70345
S -2.51376 1.42305 -1.51124
O -2.62007 2.85698 -1.53980
O -2.60205 0.92395 -0.12497
N -1.06172 0.73000 -2.30679
S -0.69031 1.80444 -3.53764
O -0.01571 1.14416 -4.62340
O -1.82528 2.62270 -4.01261
C 0.60142 3.04007 -2.83041
F 1.75817 2.44132 -2.80256
F 0.69447 4.09369 -3.63902
F 0.15360 3.37994 -1.66497
C 4.50202 -4.33083 5.55382
C 3.45051 -3.44522 6.29622
C 4.13002 -3.07887 7.67471
C 3.40391 -2.00714 8.48554
C 3.16707 -0.74439 7.61300
C 2.39158 -1.05984 6.33578
N 3.08395 -2.16290 5.59406
O 2.81098 -2.21130 4.22052
C 2.39837 0.28955 5.60953
C 0.91235 -1.35340 6.70383
C 2.26257 -4.28271 6.61702
H 5.42093 -3.78997 5.32758
H 4.16420 -4.70199 4.58625
H 4.93489 -5.17298 6.09374
H 5.04944 -2.57137 7.38281
H 4.28441 -3.91940 8.35130
H 4.00958 -1.84327 9.37683
H 2.46370 -2.37615 8.89534
H 4.05387 -0.15800 7.37255
H 2.52826 -0.09287 8.20927
H 1.89622 1.09414 6.14673
H 1.92584 0.27757 4.62734
H 3.41393 0.49570 5.27154
H 0.43575 -2.01176 5.97753
H 0.32491 -0.43524 6.70264
H 0.74673 -1.68394 7.72922
H 1.65989 -4.45662 5.72559
H 1.61532 -3.70302 7.27514
H 2.66973 -5.21713 7.00327
O -11.22321 4.46821 -4.01802
H -10.56739 4.94405 -4.52764
H -10.91598 4.53065 -3.11361
O 5.37421 2.32300 -9.26938
H 5.63287 2.29897 -8.34810
H 5.89862 3.02886 -9.64754
O -1.97433 -4.52622 1.57700
H -2.01118 -4.02967 2.39451
H -2.25660 -5.40825 1.81902
O 9.15274 5.24613 -4.94150
H 9.83483 5.40432 -5.59417
H 9.00825 4.30031 -4.96977
O -5.22502 5.31964 4.60723
H -6.02464 5.79727 4.38649
H -5.22533 4.56566 4.01752
O 1.37035 1.91019 -12.13994
H 2.05321 1.97685 -11.47249
H 1.40906 2.74478 -12.60705
O -1.29899 -2.73734 -8.96655
H -1.28797 -1.78098 -9.00519
H -0.68350 -3.01209 -9.64619
O -4.65948 8.14671 -0.87290
H -4.29140 7.26521 -0.81215
H -3.92079 8.69795 -1.13120
O -1.24478 -5.00830 -4.22843
H -1.35097 -4.87057 -5.16970
H -1.52472 -5.91236 -4.08509
O 3.96007 -2.52979 -3.08850
H 4.25475 -2.73100 -3.97671
H 4.75999 -2.29680 -2.61726
O -4.36304 3.29108 -9.34052
H -3.74087 3.20748 -8.61792
H -4.83342 2.45749 -9.34986
O -11.52937 -2.07378 0.02812
H -10.80355 -2.22341 0.63396
H -11.10844 -1.81160 -0.79060


Entry 5:
Below is C11H43F5N2O21S3Y as an isolated structure in a non-equilibrium geometry, with properties calculated with ωB97M-V/def2-TZVPD.

Properties
Orbital gap (alpha / beta) ... 6.711 / 2.300 eV
Total charge ... +2
Highest occupied orbital energy (alpha / beta) ... -13.3423 / -13.3423 eV
Spin multiplicity ... 2

Atoms and positions in Å:
Y -4.27110 15.34821 9.85716
C -1.49304 16.21630 5.89263
F -0.95104 15.09525 6.29230
F -0.69280 17.10893 5.32071
F -2.45983 15.90668 4.97321
S -2.27196 17.17538 7.38064
O -1.11650 17.38396 8.21977
O -2.87435 18.40873 6.85647
O -3.29870 16.30559 7.96589
N -3.78236 17.34108 10.73378
S -4.32621 18.76876 10.54080
O -3.50567 19.80231 9.97664
O -5.34162 19.14538 11.50430
F -5.22015 18.24995 9.29065
S -2.73363 17.81339 11.92116
O -3.17735 18.44122 13.18965
O -1.37038 18.12167 11.38047
F -2.50579 16.33241 12.33215
O -3.81024 20.80803 6.80072
H -3.72968 19.86741 6.95877
H -3.25131 21.21168 7.46471
O -4.05404 14.06488 11.74021
H -4.59556 14.01469 12.52791
H -3.16683 13.87712 12.04656
O 0.43291 20.14164 12.12242
H 1.32126 20.03878 11.78114
H -0.08721 19.50357 11.63399
O -5.95320 15.92010 8.17896
H -5.99450 16.82566 7.87159
H -6.73158 15.50486 7.80758
O -6.19782 17.30081 13.96016
H -7.02810 17.54581 14.36862
H -5.59532 18.00479 14.20024
O -1.93732 14.93960 9.86391
H -1.16173 14.43162 9.62592
H -1.72411 15.83708 9.60836
O -6.27474 15.94247 11.27247
H -6.34409 16.25557 12.17436
H -7.15202 16.06215 10.90876
C -2.13194 11.35232 14.08952
C -1.62678 12.82270 14.11550
O -1.72532 13.50539 12.85778
O -1.36491 10.51983 13.24003
H -3.20330 11.32984 13.89007
H -2.02446 11.06513 15.13551
H -0.58275 12.82088 14.42871
H -2.09128 13.38921 14.92260
H -0.91842 14.02375 12.81499
H -1.73644 10.33030 12.37536
C -2.35024 23.94291 7.07411
C -2.10869 23.57031 8.56471
O -2.96229 22.55302 9.01326
O -1.29779 24.77567 6.56961
H -3.30781 24.42956 6.88878
H -2.32153 22.95539 6.61361
H -1.93925 24.33173 9.32604
H -1.12619 23.11075 8.67248
H -3.22435 22.69786 9.92538
H -1.15663 24.52644 5.65334
C -0.54139 17.35649 15.17807
C -0.15385 17.80230 16.58906
O 0.18602 19.16703 16.42867
O 0.63253 17.41363 14.31592
H -1.29411 17.90361 14.61049
H -0.79299 16.30329 15.30285
H 0.66720 17.22728 17.01724
H -0.95645 17.71628 17.32152
H 1.02583 19.20944 15.96551
H 0.85394 18.34775 14.31646
C -9.98418 20.72242 10.83663
C -9.87675 19.43724 11.65998
C -11.29174 18.68810 11.68911
O -11.38399 17.49205 12.50121
C -11.05544 17.65458 13.87021
N -8.99500 18.51706 10.94982
H -10.47199 20.67083 9.86325
H -9.00907 21.20258 10.75479
H -10.54433 21.54150 11.28768
H -9.59562 19.60919 12.69897
H -11.48166 18.47424 10.63730
H -12.20532 19.25204 11.87735
H -11.76266 18.43091 14.16218
H -10.02116 17.99572 13.91490
H -11.22653 16.86178 14.59843
H -8.05768 18.77743 11.22140
H -9.29567 17.68565 11.43814


Entry 6:
Below is a 11-piece molecular cluster, C11H44N10O11 overall in a non-equilibrium geometry, with properties calculated with ωB97M-V/def2-TZVPD.

Properties
Energy relative to the best compared isomer or geometry (same formula, charge and spin) ... 23.67 kcal/mol
Orbital gap ... 9.707 eV
Structure (SMILES) ... NC(N)=O.NC(N)=O.NC(N)=O.NC(N)=O.NC(N)=O.CO.CO.CO.CO.CO.CO
Highest occupied orbital energy ... -9.4742 eV
Spin multiplicity ... 1

Atoms and positions in Å:
N 0.33143 -5.58199 -0.37004
C 0.10347 -4.22264 -0.44007
N -1.16189 -3.88537 -0.12652
O 0.94972 -3.37429 -0.67782
H -0.50038 -6.11484 -0.54103
H 1.22077 -5.91910 -0.86392
H -1.52103 -2.91851 -0.12811
H -1.87801 -4.55334 -0.10254
N -1.99616 1.49080 -1.10516
C -3.37622 1.53470 -1.41478
N -3.83271 2.70030 -2.04502
O -3.97646 0.47141 -1.34614
H -1.79393 0.76818 -0.41583
H -1.56566 2.37833 -0.88011
H -3.52884 3.67683 -1.81730
H -4.85161 2.69768 -2.13960
N -0.03583 0.41668 -3.02459
C 1.11485 1.08605 -2.75911
N 2.21345 0.84633 -3.62153
O 1.34342 1.90747 -1.83010
H -0.90391 0.72447 -2.51074
H -0.07015 -0.35735 -3.68243
H 3.06467 1.20137 -3.21386
H 2.17399 -0.06730 -4.11565
N -0.43637 3.35617 1.52663
C -0.01940 4.60842 1.15870
N 1.25233 4.88888 1.45947
O -0.78737 5.40331 0.59576
H -1.40775 3.16594 1.74176
H 0.23816 2.83244 2.01403
H 1.85034 4.26383 1.96600
H 1.70650 5.68295 1.03885
N 3.86159 -2.80595 0.36640
C 4.81120 -2.06762 0.95754
N 4.45539 -0.73074 1.00007
O 5.86790 -2.51466 1.38667
H 3.01753 -2.44633 0.01413
H 4.03811 -3.73417 -0.04500
H 3.57094 -0.49517 0.63652
H 5.15631 -0.03803 1.18806
C -3.50059 -1.57422 1.14652
O -2.44390 -1.26961 0.21962
H -4.09392 -0.70218 1.40354
H -4.24184 -2.28673 0.79759
H -3.03310 -2.04293 1.95542
H -2.96378 -0.78009 -0.47640
C 0.31112 -2.53241 2.87496
O -0.15030 -3.25661 3.94706
H 0.23357 -3.13374 1.93211
H -0.30201 -1.65986 2.70382
H 1.31684 -2.25442 3.08775
H 0.18279 -4.16662 3.94861
C -4.09271 5.06911 0.27546
O -3.31879 5.01053 -0.87774
H -4.19699 4.03186 0.48472
H -3.57823 5.61852 1.04637
H -5.04661 5.60424 0.05354
H -2.48488 5.46353 -0.75307
C 0.84514 -2.91526 -4.67046
O 0.79978 -1.57547 -5.16163
H 0.66061 -2.97458 -3.57387
H 0.14264 -3.60329 -5.22135
H 1.83783 -3.42400 -4.84318
H 0.64533 -1.55988 -6.10191
C 1.79049 1.03890 4.50178
O 1.56548 1.98859 3.51744
H 2.68406 1.37157 5.01155
H 0.98264 0.95157 5.20782
H 1.98972 -0.01624 4.25319
H 1.69938 1.52571 2.63753
C 1.07669 -0.39743 0.49069
O 1.69487 0.84480 0.92094
H 1.57693 -1.24980 0.88698
H 0.09673 -0.45476 0.92692
H 0.99788 -0.38604 -0.57136
H 1.61880 1.42205 0.18550


spin multiplicity of number 6 (C11H44N10O11)? 1